Entry 1:
48
Properties=species:S:1:pos:R:3:forces:R:3 method="wB97M-V/def2-TZVPD" total_energy_ev=-35959.6622 fmax_ha_per_bohr=0.085 charge=0
O 0.7094 -2.4809 -0.7840 -0.0346 0.8637 1.6364
O 1.9638 -0.5745 -1.4910 0.2489 -0.2682 2.2095
N 1.6561 0.7238 1.9767 0.7358 0.1523 0.7576
C 0.9716 0.8923 0.9246 0.6295 1.5856 1.3800
C 4.8221 -2.7123 2.4451 -0.2529 0.0954 0.6486
C 4.8210 -3.0390 1.1056 -0.4118 0.1180 -0.2853
C 3.7729 -1.9680 2.9787 0.0231 0.1390 -1.1301
C 3.7623 -2.6176 0.2965 -0.6504 -0.0060 -0.6534
C 2.7584 -1.4491 2.1663 -0.7461 -0.4410 -0.2828
C 2.7182 -1.8134 0.8005 0.7248 0.3901 1.3599
N 0.2755 -0.1585 0.3720 0.6667 -2.0411 -0.2773
C 1.6880 -0.5356 2.7407 -0.2297 0.7140 -0.3213
C 0.0286 4.6886 0.7163 0.7373 0.0551 1.5926
C -4.8680 -1.9531 -2.0319 0.4201 -0.2831 -1.0080
C 0.9412 2.3310 0.3994 0.3257 -0.0299 0.3594
C -1.0593 -0.0004 -0.2216 -0.2640 -0.7605 -0.9100
C -0.1551 3.1908 1.0494 0.2707 0.3521 -0.5517
C -3.5395 -1.2534 -2.3632 -0.2925 0.6847 0.3440
C -1.0822 0.3270 -1.7197 0.8980 0.6233 -0.0858
C -3.6117 0.2016 -1.8497 0.4492 0.2650 -0.3481
C -2.3613 1.0456 -2.1565 0.1018 -0.7037 -0.3196
S 1.4024 -1.2805 -0.3271 -0.8386 -0.3678 -4.2874
H 5.6158 -3.0454 3.1178 -0.1962 0.0451 -0.3211
H 5.6287 -3.6425 0.7023 -0.2252 0.1088 -0.1297
H 3.7713 -1.7546 4.0201 -0.0688 0.2882 0.6764
H 3.7221 -2.9643 -0.7387 0.0223 0.3007 0.2430
H 0.6584 -0.9604 2.7628 0.6756 -0.2197 -0.0998
H 1.9742 -0.2568 3.7694 -0.1614 -0.2141 -0.4236
H 1.0789 5.0085 0.9919 -1.0301 -0.3668 -0.3491
H -0.1028 4.8570 -0.3380 -0.1992 0.3085 -0.3899
H -0.6445 5.3288 1.3473 0.3941 -0.5619 -0.8577
H -4.8309 -2.9220 -2.5674 -0.4255 0.2535 0.5647
H -4.9596 -2.1075 -0.9421 -0.1770 0.0665 -0.5579
H -5.7144 -1.3620 -2.4516 0.4406 -0.4619 0.5357
H 0.8609 2.3524 -0.6803 -0.1615 -0.0344 -0.2914
H 1.9124 2.7948 0.6502 -0.3339 -0.4797 -0.0325
H -1.6091 0.7752 0.3307 0.3626 -0.3787 0.2105
H -1.5781 -0.9809 -0.1305 0.2143 0.7129 0.4253
H -1.0994 2.8290 0.6585 -0.4742 0.1667 0.0941
H -0.1629 3.0591 2.1263 0.1110 -0.1665 0.1700
H -3.3598 -1.1876 -3.4451 -0.1897 -0.2484 0.0990
H -2.6986 -1.8457 -1.9553 -0.3365 0.4371 0.0002
H -0.2142 0.9433 -2.0170 -0.2947 -0.1511 0.3655
H -0.9001 -0.6196 -2.2256 -0.2720 0.0506 -0.3671
H -4.4756 0.6952 -2.3252 0.1315 -0.2402 0.2295
H -3.7800 0.2287 -0.7760 -0.2027 -0.1678 0.2424
H -2.2958 1.1765 -3.2552 -0.0596 0.2542 0.5187
H -2.4111 2.0360 -1.6566 -0.0549 -0.4389 -0.3824


Entry 2:
48
Properties=species:S:1:pos:R:3:forces:R:3 method="wB97M-V/def2-TZVPD" total_energy_ev=-35961.9236 fmax_ha_per_bohr=0.013 charge=0
C -5.7529 0.4068 -2.4983 0.2098 -0.0486 0.2270
H -5.6685 0.6462 -3.5565 -0.0101 0.0276 -0.1416
H -6.3666 1.1685 -2.0232 -0.1079 0.0744 0.0140
C -4.3723 0.3521 -1.8525 -0.1060 0.0642 -0.3667
C -3.6283 1.6801 -2.0097 0.0391 -0.1660 0.3355
C -2.3351 1.6816 -1.1969 -0.1313 0.1842 -0.0840
C -1.5552 0.4312 -1.4441 -0.0471 -0.0807 0.0080
C -2.1229 -0.6651 -2.0123 0.4222 -0.3515 -0.0248
S -0.9893 -1.9710 -2.1652 -0.0246 0.6123 0.2094
C 0.2541 -1.0133 -1.4683 -0.2325 -0.1238 -0.1324
C -0.1750 0.2369 -1.1292 -0.1168 -0.4661 -0.0747
C 0.6583 1.2667 -0.4641 0.4016 -0.1386 -0.4117
O 0.1925 2.1160 0.2747 -0.2463 0.1542 0.3002
N 1.9730 1.2133 -0.7849 0.1133 0.1554 -0.2421
H 2.3107 0.4214 -1.3060 -0.1735 0.0343 0.0017
C 2.9605 2.0173 -0.1101 0.2631 0.0584 0.1500
C 3.8313 1.1966 0.8438 -0.3700 0.1075 0.1258
H 4.5522 1.8678 1.3133 0.1072 0.0053 -0.0419
H 4.3864 0.4477 0.2753 0.1337 -0.0399 0.0184
C 3.0044 0.5037 1.9335 0.3164 0.0545 -0.1755
N 2.3225 -0.6688 1.4039 -0.0580 -0.1299 0.0294
C 3.1174 -1.8871 1.4412 -0.0068 -0.1520 0.2792
C 3.1686 -2.5218 2.8386 0.2023 0.0877 -0.2396
O 1.8735 -2.7571 3.3462 -0.0342 -0.1168 -0.0431
C 1.1190 -1.5620 3.3840 -0.1929 0.2332 -0.2120
H 0.1328 -1.8397 3.7584 0.0232 0.0976 0.0205
C 1.0177 -0.9367 1.9887 -0.0594 -0.2104 0.3457
H 0.4403 -0.0125 2.0241 -0.0581 0.0071 -0.0210
H 0.5039 -1.6422 1.3276 -0.0927 0.0289 0.0683
H 1.5829 -0.8499 4.0848 -0.0498 -0.0472 -0.0045
H 3.6619 -3.4946 2.8011 0.0646 0.0827 0.0047
H 3.7249 -1.8691 3.5306 -0.0251 -0.0792 -0.0352
H 4.1306 -1.6738 1.0962 0.0333 -0.0494 -0.0536
H 2.6538 -2.6013 0.7527 0.1014 -0.0648 -0.0023
H 3.6659 0.2575 2.7771 -0.1096 0.0491 0.0382
H 2.2510 1.2064 2.2943 0.0008 0.0001 0.0787
H 2.4091 2.7802 0.4448 0.1243 -0.0163 -0.0997
H 3.5946 2.5096 -0.8563 -0.0902 0.0387 0.1010
H 1.2176 -1.4574 -1.3131 0.2733 -0.0257 0.1112
C -3.5345 -0.7729 -2.4721 -0.1762 0.0612 0.0813
H -3.9468 -1.7488 -2.2039 -0.0585 0.0049 -0.0386
H -3.5711 -0.6954 -3.5648 -0.0847 -0.0114 0.0009
H -1.7235 2.5515 -1.4416 -0.0374 0.0096 0.0913
H -2.5583 1.7469 -0.1284 0.0206 0.1136 -0.0212
H -4.2654 2.5034 -1.6823 -0.0314 0.0409 -0.0556
H -3.3968 1.8346 -3.0663 -0.0390 0.0320 -0.1034
H -4.4893 0.1474 -0.7828 0.0374 -0.0082 0.0183
H -6.2594 -0.5511 -2.4020 -0.1172 -0.0931 -0.0336


Entry 3:
52
Properties=species:S:1:pos:R:3:forces:R:3 method="wB97M-V/def2-TZVPD" total_energy_ev=-43034.7469 fmax_ha_per_bohr=0.026 charge=0
C -6.9736 -0.6116 -0.2140 0.3409 -0.2553 -0.0383
C -6.1072 -1.7577 -0.7291 -0.4058 0.1482 -0.1360
O -4.9547 -1.9689 0.0607 0.2683 -0.0066 0.1559
C -3.8862 -1.1334 -0.0602 0.1930 0.0514 0.0932
C -2.8253 -1.3794 0.8148 -0.2617 0.0477 -0.1236
C -1.6769 -0.6211 0.7747 -0.1243 -0.1394 -0.0910
C -1.5467 0.4255 -0.1398 -0.5494 -0.4576 0.0839
C -2.6071 0.6762 -1.0047 0.3184 0.0929 0.1156
C -3.7588 -0.0940 -0.9725 -0.2685 -0.2418 -0.0017
H -4.5455 0.1381 -1.6729 -0.0958 -0.0018 -0.0351
H -2.5530 1.4817 -1.7194 0.0244 0.0980 -0.0738
N -0.3744 1.1924 -0.1690 0.3655 0.6358 0.8412
S 0.3783 1.5874 1.2657 -0.7787 0.4379 0.6556
O 1.3984 2.5483 0.9827 -0.1541 0.3439 -0.0960
O 0.7810 0.4150 1.9863 -0.2695 -0.1597 0.0745
C -0.9387 2.4001 2.2083 0.6331 -0.4554 -0.4882
H -1.2060 3.3053 1.6798 -0.0612 0.1520 -0.1295
H -0.5438 2.6335 3.1884 0.1496 -0.0138 0.1428
H -1.7764 1.7192 2.2834 -0.1535 -0.0965 0.0259
C -0.0625 1.9656 -1.3497 0.2446 0.4454 -0.1017
C 1.4204 2.3036 -1.4878 -0.2669 -0.0038 -0.5745
O 1.8021 3.3942 -1.8454 -0.0671 0.1089 0.0132
N 2.2755 1.2707 -1.2918 1.3301 -0.0947 0.0998
N 1.8279 0.0388 -0.9214 -0.4740 -0.5979 -0.4207
C 2.4974 -0.7141 -0.1497 0.1991 0.1701 -0.2123
C 1.8952 -2.0309 0.2130 0.0480 -0.1672 -0.0384
H 0.9794 -2.1800 -0.3564 -0.0361 0.0321 0.0596
H 1.6309 -1.9560 1.2705 -0.0540 -0.0543 0.0682
C 2.8861 -3.2043 0.0054 -0.2159 -0.1409 0.1531
N 4.2809 -2.8028 -0.0286 0.1730 -0.0376 0.0207
C 4.7587 -2.5131 -1.3654 -0.0163 -0.0564 0.0057
H 5.7906 -2.1701 -1.3036 0.0688 0.0299 -0.0671
H 4.1640 -1.7559 -1.8948 0.0460 0.0394 -0.0840
H 4.7390 -3.4338 -1.9484 0.0186 0.0410 -0.0912
C 4.5171 -1.7221 0.9069 0.1037 0.0657 -0.0470
H 4.1442 -2.0502 1.8796 0.0572 0.0549 0.0522
C 3.8232 -0.4114 0.4893 0.0630 0.0654 -0.0560
H 4.4643 0.1511 -0.1960 -0.0052 -0.0013 0.0565
H 3.6394 0.2179 1.3641 0.0424 0.1080 0.0027
H 5.5954 -1.5650 0.9927 -0.0762 0.0251 0.1024
H 2.7672 -3.9208 0.8253 -0.1199 -0.0090 -0.1014
H 2.6583 -3.7237 -0.9263 0.0017 -0.0273 0.0413
H 3.2477 1.5362 -1.1424 -0.2593 0.0077 0.0052
H -0.3312 1.3643 -2.2239 -0.0227 0.0092 0.1274
H -0.6063 2.9186 -1.3779 0.1212 -0.1339 -0.1218
H -0.8654 -0.8334 1.4483 0.0093 -0.1474 0.0423
H -2.9228 -2.1907 1.5184 0.0020 -0.1060 0.0948
H -6.6597 -2.6988 -0.6567 0.0872 0.1263 -0.1022
H -5.8340 -1.5997 -1.7796 0.0064 -0.0779 0.0829
H -7.8703 -0.5285 -0.8220 -0.1092 0.0403 -0.0615
H -7.2618 -0.8033 0.8164 -0.0535 0.0001 0.0808
H -6.4336 0.3314 -0.2493 -0.0167 0.1060 -0.0044